Entry 1:
The following is a quantum chemistry calculation of C9H27N7O5Zn as an isolated structure in a non-equilibrium geometry, from OMol25.

Computed properties:
* electronic energy: -2897.1651 Ha
* frontier orbital gap: 2.775 eV
* ΔE to the lowest compared entry with this formula, charge and spin: 1115.7 kJ/mol

Geometry as ORCA input:
```
! RIJCOSX wB97M-V def2-TZVPD def2/J DEFGRID3
* xyz 2 1
Zn 0.181 0.236 0.493
C -5.013 -1.164 1.891
O -3.965 -0.700 1.987
N -5.975 -0.618 1.231
N -5.210 -2.380 2.243
H -6.911 -0.994 1.292
H -5.956 0.353 0.954
H -4.385 -2.836 2.604
H -6.123 -2.738 2.485
C -1.439 -4.518 -2.385
O -1.106 -3.422 -1.967
N -2.692 -4.812 -2.382
N -0.751 -5.551 -2.709
H -2.950 -5.749 -2.657
H -3.305 -4.037 -2.173
H 0.242 -5.523 -2.896
H -1.250 -6.387 -2.975
C -1.743 3.086 -3.930
O -1.403 2.761 -2.841
N -2.156 4.298 -4.302
N -1.625 2.357 -4.991
H -2.407 4.781 -3.451
H -2.436 4.529 -5.245
H -1.202 1.440 -5.002
H -1.480 2.839 -5.867
C 2.257 3.447 2.063
O 1.827 2.085 2.089
C 2.082 1.632 3.431
C 1.982 0.136 3.525
N 2.312 -0.547 2.343
C 3.749 -0.728 1.927
C 4.027 -0.233 0.445
O 3.066 0.736 0.020
C 3.627 1.540 -1.015
H 1.895 4.120 2.840
H 1.863 3.873 1.141
H 3.334 3.568 1.956
H 1.423 2.034 4.202
H 3.100 1.939 3.669
H 1.093 -0.071 4.120
H 2.795 -0.145 4.194
H 2.046 -1.499 2.549
H 4.086 -1.755 2.063
H 4.305 -0.057 2.582
H 4.218 -1.137 -0.133
H 5.020 0.209 0.356
H 4.691 1.770 -1.059
H 3.128 2.471 -0.746
H 3.130 1.362 -1.969
*
```

---

Entry 2:
The following is a quantum chemistry calculation of a 9-piece molecular cluster, C9H27N9O18 overall in a non-equilibrium geometry, from OMol25.

Computed properties:
* electronic energy: -2205.3068 Ha
* frontier orbital gap: 9.568 eV
* SMILES: C[N+](=O)[O-].C[N+](=O)[O-].C[N+](=O)[O-].C[N+](=O)[O-].C[N+](=O)[O-].C[N+](=O)[O-].C[N+](=O)[O-].C[N+](=O)[O-].C[N+](=O)[O-]
* ΔE to the lowest compared entry with this formula, charge and spin: 238.1 kJ/mol

Geometry as ORCA input:
```
! RIJCOSX wB97M-V def2-TZVPD def2/J DEFGRID3
* xyz 0 1
C 1.355 5.216 -1.203
N 1.618 6.051 0.044
O 2.223 7.156 -0.015
O 1.216 5.512 1.047
H 0.930 5.846 -1.985
H 0.662 4.384 -1.075
H 2.330 4.776 -1.411
C 3.177 2.528 2.149
N 3.428 3.944 2.467
O 3.027 4.438 3.492
O 4.023 4.517 1.524
H 4.072 2.036 1.769
H 2.386 2.581 1.401
H 2.833 2.090 3.087
C -0.152 -6.262 1.519
N -0.448 -5.621 0.215
O -0.749 -6.352 -0.699
O -0.480 -4.385 0.138
H 0.860 -6.128 1.901
H -0.326 -7.329 1.379
H -0.930 -5.870 2.174
C 1.975 -3.457 -2.185
N 3.134 -3.244 -1.274
O 3.021 -3.767 -0.158
O 4.194 -2.918 -1.822
H 2.366 -3.779 -3.151
H 1.472 -2.491 -2.160
H 1.422 -4.336 -1.854
C -2.963 -0.853 5.043
N -2.696 -0.049 3.847
O -2.551 -0.650 2.786
O -2.763 1.174 3.914
H -2.009 -1.222 5.418
H -3.703 -1.591 4.731
H -3.530 -0.128 5.627
C -0.351 1.327 -4.043
N -1.697 1.587 -4.522
O -2.476 2.139 -3.829
O -1.893 1.383 -5.687
H -0.208 0.379 -3.524
H -0.158 2.069 -3.268
H 0.399 1.445 -4.825
C -0.548 -0.659 -0.343
N 0.492 0.499 -0.201
O 1.510 0.241 0.451
O 0.131 1.633 -0.620
H 0.039 -1.539 -0.077
H -0.906 -0.624 -1.372
H -1.337 -0.459 0.382
C -2.637 -3.783 -2.780
N -1.367 -3.303 -3.394
O -1.220 -2.074 -3.543
O -0.597 -4.136 -3.735
H -3.445 -3.209 -3.233
H -2.481 -3.476 -1.746
H -2.892 -4.841 -2.842
C -0.959 3.021 1.743
N -0.921 3.818 2.988
O -0.346 3.324 3.908
O -1.593 4.836 3.138
H -0.742 1.953 1.722
H -0.215 3.493 1.102
H -2.008 3.139 1.469
*
```

---

Entry 3:
The following is a quantum chemistry calculation of C9H27NaO12P2S as an isolated structure in a non-equilibrium geometry, from OMol25.

Computed properties:
* electronic energy: -2505.2788 Ha
* frontier orbital gap: 6.126 eV
* ΔE to the lowest compared entry with this formula, charge and spin: 185.9 kJ/mol

Geometry as ORCA input:
```
! RIJCOSX wB97M-V def2-TZVPD def2/J DEFGRID3
* xyz 0 1
Na -0.532 2.478 1.098
O -1.324 4.864 1.567
H -2.065 5.082 0.968
O -1.552 0.390 0.012
S -2.180 -0.815 -0.597
O -1.518 -2.128 -0.438
O -3.688 -1.028 0.021
C -4.572 0.177 0.202
C -6.032 -0.290 -0.069
C -2.475 -0.586 -2.443
H -4.355 1.025 -0.448
H -4.440 0.552 1.217
H -6.753 0.476 0.218
H -6.019 -1.226 0.489
H -6.251 -0.767 -1.024
H -3.450 -1.018 -2.669
H -1.566 -0.944 -2.926
H -2.491 0.490 -2.616
C 0.816 -0.085 5.274
O 1.906 -0.700 4.421
P 1.868 -0.542 2.791
O 1.197 0.650 2.229
O 1.244 -1.976 2.261
C -0.095 -2.270 2.527
O 3.380 -0.702 2.370
C 4.253 -1.808 2.652
H 0.408 -0.884 5.893
H 0.060 0.318 4.600
H 1.196 0.634 5.999
H -0.494 -1.779 3.415
H -0.181 -3.342 2.701
H -0.709 -1.973 1.677
H 3.917 -2.733 2.182
H 4.129 -1.901 3.731
H 5.323 -1.610 2.598
C 1.631 0.326 -4.651
O 1.006 0.904 -3.543
P 1.742 1.156 -2.114
O 0.898 1.619 -0.990
O 2.490 -0.258 -1.810
C 1.736 -1.336 -1.330
O 2.944 2.143 -2.529
C 2.657 3.221 -3.361
H 1.756 1.006 -5.494
H 1.158 -0.432 -5.275
H 2.622 0.013 -4.323
H 1.812 -1.300 -0.243
H 2.011 -2.302 -1.755
H 0.746 -1.131 -1.736
H 3.118 2.854 -4.278
H 3.121 4.095 -2.905
H 1.597 3.393 -3.549
*
```

---

Entry 4:
The following is a quantum chemistry calculation of C9H28AgO13P3 as an isolated structure in a non-equilibrium geometry, from OMol25.

Computed properties:
* electronic energy: -2508.6272 Ha
* frontier orbital gap (spin up / spin down): 5.119 / 5.126 eV
* expectation value of S²: 0.753
* ΔE to the lowest compared entry with this formula, charge and spin: 402.8 kJ/mol

Geometry as ORCA input:
```
! RIJCOSX wB97M-V def2-TZVPD def2/J DEFGRID3
* xyz 1 2
Ag 0.321 -4.519 2.794
O 2.644 -2.204 1.056
H 3.215 -2.042 0.281
C -7.205 -0.003 -0.446
O -6.031 -0.620 0.119
P -4.516 -0.135 -0.022
O -3.554 -1.119 0.587
O -4.375 -0.042 -1.578
C -3.196 -0.096 -2.383
O -4.437 1.417 0.576
C -4.361 2.530 -0.286
H -8.188 -0.124 0.009
H -7.305 -0.600 -1.352
H -7.150 1.059 -0.687
H -3.045 -0.842 -3.163
H -2.358 -0.423 -1.769
H -3.097 0.738 -3.079
H -5.110 3.251 0.039
H -4.615 2.200 -1.294
H -3.383 3.004 -0.202
C 0.917 2.174 5.584
O 0.719 1.799 6.942
P -0.082 0.419 7.225
O 0.244 -0.709 6.281
O 0.224 0.143 8.814
C 0.228 1.168 9.785
O -1.662 0.916 7.304
C -2.156 2.313 7.406
H 1.098 1.333 4.914
H 1.759 2.860 5.493
H -0.022 2.609 5.243
H -0.431 1.998 9.533
H 1.229 1.346 10.180
H -0.295 0.765 10.652
H -1.359 3.040 7.251
H -2.598 2.591 8.362
H -2.843 2.339 6.560
C 7.031 -1.063 -6.467
O 6.462 -2.154 -7.156
P 4.807 -2.304 -7.492
O 4.352 -3.604 -8.143
O 4.064 -1.958 -6.049
C 4.099 -2.741 -4.868
O 4.531 -1.029 -8.440
C 3.187 -0.697 -8.760
H 7.970 -0.749 -6.922
H 7.238 -1.344 -5.434
H 6.288 -0.265 -6.457
H 4.032 -3.803 -5.102
H 3.201 -2.403 -4.352
H 5.016 -2.504 -4.328
H 2.916 0.302 -8.418
H 2.409 -1.414 -8.496
H 3.173 -0.801 -9.845
*
```

---

Entry 5:
The following is a quantum chemistry calculation of a 2-piece molecular cluster, C9H28BNO6P2S overall in a non-equilibrium geometry, from OMol25.

Computed properties:
* electronic energy: -1971.6248 Ha
* frontier orbital gap: 5.423 eV

Geometry as ORCA input:
```
! RIJCOSX wB97M-V def2-TZVPD def2/J DEFGRID3
* xyz 0 1
C 3.428 -2.144 1.196
C 3.972 -3.156 0.235
O 5.060 -3.081 -0.142
O 3.146 -4.144 -0.177
C 2.388 -3.683 -1.316
C 1.139 -4.510 -1.513
C -0.047 -3.711 -2.032
P -0.884 -2.590 -0.739
O -1.271 -1.288 -1.904
B -0.372 -0.352 -2.072
O -0.807 0.977 -1.837
O 0.932 -0.511 -2.515
P -1.898 -1.413 0.917
S -3.834 -1.736 1.113
H 2.457 -1.796 0.860
H 3.294 -2.555 2.185
H 4.122 -1.325 1.206
H 2.980 -3.707 -2.224
H 2.109 -2.651 -1.149
H 0.879 -5.059 -0.624
H 1.371 -5.266 -2.255
H 0.202 -3.182 -2.945
H -0.812 -4.428 -2.298
H 0.376 -1.956 -0.329
H -0.661 -3.610 0.284
H -2.178 -3.173 -0.974
H -0.197 1.515 -2.361
H 1.559 -0.351 -1.801
H -1.609 -0.022 0.806
H -1.298 -1.835 2.133
C -2.403 5.133 0.859
C -2.094 3.717 0.395
C -1.566 2.797 1.494
O -0.219 3.125 1.794
C -0.021 3.964 2.935
N -1.007 3.778 -0.640
H -1.498 5.691 1.106
H -2.930 5.690 0.081
H -3.042 5.113 1.739
H -2.972 3.283 -0.082
H -1.560 1.771 1.120
H -2.207 2.816 2.375
H -0.824 3.849 3.664
H 0.053 5.011 2.632
H 0.920 3.676 3.398
H -1.133 4.530 -1.316
H -0.928 2.886 -1.142
H -0.117 3.913 -0.142
*
```

---

> Which value of electronic energy does entry 2 give?

-2205.3068 Ha